ORCA calculation (ωB97M-V/def2-TZVPD) on C22H43O3P2PtS5Sb as an isolated structure.

Its frontier orbital gap is 4.59 eV. As for the molar mass: 894.704 g mol⁻¹. The charge is -2. Its energy above the lowest of the compared OMol25 structures with the same formula, charge and spin is 23.8 kcal/mol. The electronic energy is -112200.7355 eV. Its multiplicity is 1.

```
77
Properties=species:S:1:pos:R:3:forces:R:3:mulliken_charge:R:1
Pt 0.8477 0.0177 -0.3359 0.179 -0.857 -1.153 0.908
C 3.0963 5.1123 -1.9644 -0.009 -0.052 0.066 -1.239
C 3.5899 4.3170 -0.7694 0.003 0.326 0.230 -0.246
O 3.8199 2.9741 -1.1351 -0.097 -0.403 -0.067 -0.450
P 2.8077 1.7788 -0.6040 0.549 0.743 0.514 0.471
S 3.3564 0.1865 -1.5964 -0.650 -0.086 0.472 -0.407
S 0.9341 2.4553 -0.5742 0.235 -0.178 -0.025 -0.536
O 3.2997 1.6652 0.9694 -0.328 0.328 -0.363 0.047
C 4.6913 1.5607 1.2139 0.237 -0.138 -0.118 -0.378
C 4.9176 1.2654 2.6821 -0.003 0.039 -0.096 -0.726
H 2.9205 6.1531 -1.6863 0.004 0.059 0.017 0.391
H 2.1626 4.6828 -2.3238 -0.033 -0.011 -0.006 0.253
H 3.8277 5.0817 -2.7718 0.038 -0.013 -0.033 0.304
H 2.8640 4.3748 0.0509 0.063 0.018 -0.069 0.299
H 4.5473 4.7175 -0.4042 -0.131 -0.006 -0.024 0.324
H 5.1808 2.4997 0.9249 0.000 -0.066 0.053 0.219
H 5.1043 0.7597 0.5871 0.028 0.096 0.076 0.395
H 4.3565 1.9624 3.3017 -0.061 0.083 0.057 0.121
H 5.9772 1.3660 2.9203 0.081 -0.016 0.012 0.481
H 4.6026 0.2553 2.9303 -0.065 -0.079 0.014 -0.067
S -2.2498 -3.9098 -1.5032 -0.037 -0.005 0.003 -0.806
Sb -1.4857 -2.4818 0.1460 -0.017 -0.029 0.131 0.021
S -1.4294 -0.1927 -0.7393 0.124 0.060 0.295 -0.635
S 0.9499 -2.2679 -0.1065 -0.114 0.059 0.005 -0.699
O -0.2862 0.5803 2.5234 0.134 0.676 -0.696 -0.462
P -0.5022 -0.0344 3.8373 -0.240 -0.696 0.746 -0.303
C -2.0521 -1.0326 3.8222 0.272 -0.033 0.017 0.856
C -3.2395 -0.4197 3.0725 0.031 0.030 -0.115 -1.091
C -4.2541 0.3108 3.9444 -0.039 0.025 -0.020 -0.266
C -4.6463 -0.5198 5.1590 -0.038 0.022 0.036 -1.031
C -3.4072 -0.8635 5.9747 -0.020 -0.050 0.064 -0.367
C -2.4401 -1.6992 5.1432 -0.007 -0.046 0.009 -0.932
C -0.4833 1.2497 5.1610 -0.072 -0.288 0.000 0.500
C 0.9228 1.8404 5.3179 0.142 -0.071 0.138 -1.616
C 1.3746 2.6758 4.1201 0.188 0.065 -0.020 0.402
C 0.2733 3.6138 3.6068 0.009 0.092 -0.046 -0.642
C -0.8580 3.7290 4.6180 -0.090 0.077 -0.050 -1.345
C -1.5026 2.3586 4.8031 -0.166 0.005 0.028 -0.787
C 0.7830 -1.3136 4.2329 -0.164 0.023 -0.131 0.620
C 2.0238 -1.0484 3.3725 -0.063 0.144 -0.188 -0.035
C 2.9973 -2.2144 3.4815 -0.041 -0.023 -0.113 -0.861
C 3.3241 -2.5802 4.9427 0.048 -0.040 0.106 -0.799
C 2.6698 -1.6105 5.9221 0.028 -0.014 0.091 -0.918
C 1.1567 -1.5689 5.7124 -0.066 0.012 0.128 -1.059
H -1.6880 -1.8191 3.1393 0.000 0.104 0.076 -0.147
H -3.7543 -1.2462 2.5682 0.021 0.017 -0.003 0.559
H -2.8556 0.2169 2.2712 -0.023 -0.015 -0.038 0.208
H -5.1356 0.5454 3.3424 -0.008 0.017 -0.011 0.426
H -3.8501 1.2629 4.2924 -0.014 0.038 0.012 0.092
H -5.1196 -1.4499 4.8265 -0.048 -0.030 0.000 0.364
H -5.3775 0.0134 5.7739 -0.012 0.010 0.010 0.447
H -3.6805 -1.4082 6.8845 0.015 0.016 -0.003 0.395
H -2.9239 0.0662 6.2908 0.025 0.047 0.039 0.061
H -2.9283 -2.6549 4.9179 0.013 -0.002 0.005 0.483
H -1.5487 -1.9386 5.7270 0.050 -0.054 0.049 0.037
H -0.7738 0.7814 6.1077 0.031 -0.013 -0.016 1.313
H 1.6545 1.0494 5.5025 -0.035 0.032 0.027 0.195
H 0.9192 2.4658 6.2196 0.029 -0.035 -0.028 0.510
H 1.6790 2.0261 3.3020 0.067 -0.053 -0.050 -0.544
H 2.2546 3.2514 4.4285 0.004 -0.014 -0.027 0.599
H -0.1243 3.1999 2.6790 -0.042 -0.015 -0.037 0.110
H 0.6843 4.5978 3.3682 0.010 0.000 0.008 0.484
H -1.6178 4.4322 4.2636 0.014 -0.008 0.018 0.537
H -0.4898 4.1190 5.5731 0.012 0.028 0.023 0.387
H -1.9783 2.1142 3.8510 -0.060 0.016 0.004 0.104
H -2.2876 2.4020 5.5656 0.017 0.006 -0.064 0.258
H 0.3341 -2.2370 3.8428 0.035 0.107 -0.091 0.879
H 2.4971 -0.1114 3.6816 0.009 -0.001 -0.027 -0.188
H 1.7243 -0.9163 2.3278 0.016 -0.005 0.113 -0.497
H 3.9087 -1.9780 2.9285 0.006 0.005 -0.019 0.413
H 2.5477 -3.0668 2.9665 0.023 0.022 -0.044 0.400
H 4.4056 -2.5968 5.1071 -0.016 -0.014 0.006 0.375
H 2.9629 -3.5894 5.1646 0.009 -0.020 0.027 0.347
H 3.0924 -0.6128 5.7766 0.018 0.023 0.035 0.236
H 2.8928 -1.8978 6.9556 -0.012 0.012 -0.029 0.457
H 0.7106 -0.8301 6.3836 0.028 0.006 0.007 0.231
H 0.7483 -2.5371 6.0164 -0.025 -0.011 0.054 0.560
```
Forces are in eV/Å.